[1]
One molecule with the formula C6H4O in a non-equilibrium geometry, computed with ωB97M-V/def2-TZVPD.

Relative energy (zero: lowest compared OMol25 entry of this formula, charge and spin) in kJ/mol: 336.8
Charge: 0
Structure (SMILES): C#CC(C#C)C=O
Energy in Eh: -306.0833

Structure (XYZ):
```
11
Properties=species:S:1:pos:R:3:forces:R:3:nbo_charge:R:1
C -0.37898 0.07079 0.48535 -2.2 0.0 -0.7 -0.482
C -0.64694 -1.27821 0.16808 0.7 0.8 -0.4 -0.026
C -1.67953 0.89796 0.17673 -1.3 1.1 1.0 0.479
H -0.29559 0.01514 1.54402 0.2 1.0 1.2 0.271
H 2.91411 1.26975 -0.48302 0.0 0.2 -0.5 0.243
H -1.30586 -3.26710 -0.70275 1.0 1.3 1.0 0.251
C 1.88227 1.01877 -0.44029 -1.3 -0.7 0.8 -0.187
C -0.86673 -2.36187 -0.21122 -2.0 -4.5 -2.1 -0.182
H -1.80649 1.67481 0.94648 0.3 0.4 0.1 0.102
C 0.79125 0.60762 -0.11352 2.8 1.2 -0.6 0.000
O -2.59840 0.78286 -0.59463 1.7 -0.9 0.0 -0.469
```
Positions in Å, forces in eV/Å.

[2]
One molecule with the formula C6H4O, computed with ωB97M-V/def2-TZVPD.

Relative energy (zero: lowest compared OMol25 entry of this formula, charge and spin) in kJ/mol: 309.5
Charge: 0
Structure (SMILES): C#CC1=C[C@H]1C=O
Energy in Eh: -306.0936

Structure (XYZ):
```
11
Properties=species:S:1:pos:R:3:forces:R:3:nbo_charge:R:1
H 2.65396 0.29049 -0.49314 -0.1 0.2 0.0 0.239
C -1.70702 -0.38176 -2.02391 0.5 -0.1 0.3 -0.139
H -0.42054 0.54283 2.58174 0.1 0.1 -0.1 0.111
H -2.65650 -0.25127 -2.49815 0.2 -0.1 0.0 0.241
C -0.65004 -0.48549 -1.45198 -0.3 -0.1 -0.2 -0.068
C 0.48519 -0.42968 -0.62456 0.0 0.1 0.2 0.000
C 1.65020 -0.01869 -0.25850 -0.1 0.0 -0.3 -0.111
O -0.82849 1.50431 0.84994 0.4 -0.2 0.4 -0.523
C -0.21140 0.68892 1.49862 -0.1 0.2 -0.2 0.411
H 0.95554 -1.15587 1.53512 -0.3 0.0 -0.3 0.198
C 0.72910 -0.30376 0.88482 -0.3 -0.1 0.2 -0.357
```
Positions in Å, forces in eV/Å.

[3]
C6H5AgN2OPS as an isolated structure in a non-equilibrium geometry, computed with ωB97M-V/def2-TZVPD.

Expectation value of S²: 0.911
2S+1: 2
Charge: +2
Energy in Eh: -1301.7903

Structure (XYZ):
```
17
Properties=species:S:1:pos:R:3:forces:R:3:lowdin_spin:R:1
C -1.78359 1.33012 -0.40078 0.4 -2.3 0.9 -0.010
C 0.86439 0.50789 0.05448 -2.8 -1.7 -0.3 -0.168
C 0.41375 -1.03969 0.46816 -1.6 4.0 -1.7 0.346
Ag 2.02960 -1.92334 -1.35863 0.0 0.1 -0.2 0.025
H 0.15038 2.79776 -0.63432 -0.6 -2.3 0.6 0.012
C -1.22702 -1.32628 0.41093 -1.2 -2.0 0.8 0.084
S -3.53593 -2.38353 0.58931 1.7 3.3 -1.1 0.160
H 1.20358 -1.87635 0.77357 -1.8 1.9 -0.1 0.016
N -3.77040 -0.71403 0.02489 5.9 -2.1 1.4 0.061
P 2.75256 0.85901 0.06942 2.4 0.4 5.7 -0.014
H 3.02805 2.17948 -0.51335 -0.7 -1.4 -0.2 0.002
H 3.35970 -0.21584 -0.72708 -0.6 0.6 -0.3 -0.002
C -2.35761 -0.17123 -0.01514 1.9 0.1 0.1 0.039
H -2.57599 2.17301 -0.67751 1.9 -2.0 0.6 -0.001
O 3.41919 0.77231 1.50638 -2.8 0.1 -4.9 -0.008
C -0.17436 1.70654 -0.36048 -1.9 -4.0 0.9 0.388
N -1.79632 -2.67583 0.79016 -0.4 7.4 -2.3 0.069
```
Positions in Å, forces in eV/Å.

[4]
One molecule with the formula C6H5Br2IOSi in a non-equilibrium geometry, computed with ωB97M-V/def2-TZVPD.

Relative energy (zero: lowest compared OMol25 entry of this formula, charge and spin) in kJ/mol: 9.9
Charge: 0
Structure (SMILES): Br[Si](Br)(I)Oc1ccccc1
Energy in Eh: -6042.2378

Structure (XYZ):
```
16
Properties=species:S:1:pos:R:3:forces:R:3:nbo_charge:R:1
C -2.26747 -0.67116 -0.73189 -1.6 1.0 -3.1 -0.240
H -1.23273 1.16782 2.02828 0.4 -1.4 -2.2 0.229
C -1.03473 -1.02883 -1.26203 0.9 -0.8 1.1 -0.190
C 0.11126 0.17214 0.51912 -3.3 -1.4 -1.2 0.277
O 1.24293 0.47033 1.06417 2.4 0.9 2.4 -0.872
H -3.27436 0.43336 0.66856 -1.0 0.9 0.6 0.213
C 0.13638 -0.64765 -0.59359 0.1 -0.4 -2.0 -0.262
H -0.96502 -1.76799 -2.04185 0.0 0.2 -0.5 0.217
C -1.12816 0.52766 1.04069 -1.6 1.8 1.2 -0.244
H 1.14408 -0.87214 -1.03552 -1.2 -0.2 0.4 0.210
Br 3.74234 1.84335 1.92892 0.4 0.0 0.3 -0.248
Si 2.74421 0.57845 0.47021 0.1 0.5 0.0 1.263
Br 2.44181 1.85988 -1.30971 0.4 -0.4 -0.2 -0.260
H -3.22945 -0.71145 -1.36993 1.6 -0.8 1.2 0.217
C -2.31999 0.22011 0.28994 2.6 -0.6 2.4 -0.192
I 3.88891 -1.57387 0.33463 -0.3 0.5 -0.2 -0.118
```
Positions in Å, forces in eV/Å.

[5]
One molecule with the formula C6H5Cl in a non-equilibrium geometry, computed with ωB97M-V/def2-TZVPD.

Relative energy (zero: lowest compared OMol25 entry of this formula, charge and spin) in kJ/mol: 331.8
Charge: 0
Structure (SMILES): C#CC(C)(Cl)C#C
Energy in Eh: -691.5819

Structure (XYZ):
```
12
Properties=species:S:1:pos:R:3:forces:R:3:nbo_charge:R:1
C 0.36981 0.15892 0.18423 -0.9 -4.0 5.5 -0.168
C -0.19483 -2.54423 -0.03025 3.5 0.9 -0.4 -0.261
C 0.15720 -1.34464 0.09980 0.2 -2.6 -1.6 -0.007
Cl 1.57813 0.44317 1.67966 -0.1 -0.3 -1.3 -0.104
H -1.42863 -0.49929 1.44276 1.4 2.7 -1.2 0.260
C 0.70424 0.92398 -0.90490 1.5 5.6 -7.1 0.036
C 0.86155 1.73699 -1.87362 -0.9 -5.0 5.7 -0.160
C -0.98387 0.46900 0.86714 -0.5 0.8 2.3 -0.597
H -0.83790 1.44227 1.63662 -0.9 -2.6 -2.5 0.251
H -1.52860 0.55715 -0.06625 -1.3 0.8 0.5 0.223
H 0.26112 -3.63751 -0.29450 -1.9 3.1 0.9 0.286
H 1.04178 2.29418 -2.74069 0.1 0.5 -0.6 0.240
```
Positions in Å, forces in eV/Å.

[6]
C6H5Cl2CoNO3Tb as an isolated structure in a non-equilibrium geometry, computed with ωB97M-V/def2-TZVPD.

Relative energy (zero: lowest compared OMol25 entry of this formula, charge and spin) in kJ/mol: 0.0
Expectation value of S²: 30.031
2S+1: 11
Charge: +4
Energy in Eh: -3637.8271

Structure (XYZ):
```
19
Properties=species:S:1:pos:R:3:forces:R:3:lowdin_spin:R:1
C 1.15212 2.30896 4.24372 1.0 -0.2 0.0 0.000
Cl 0.40479 -0.08522 -2.87795 -0.1 0.1 -0.7 0.068
H 1.95419 2.92596 3.83832 -0.1 0.1 0.0 0.000
Tb 0.25098 0.26946 -5.35723 0.9 -2.2 -1.1 7.904
H -0.33228 3.30577 3.00110 -0.1 -0.8 -0.1 0.000
C -0.03599 2.25956 3.26013 0.6 -0.2 0.3 -0.001
Cl -0.63424 2.54513 -5.11373 -0.7 1.9 0.1 0.904
H 1.60275 1.32927 4.43732 -0.4 0.1 0.0 0.000
O -0.25530 1.36522 -8.93937 0.9 -1.2 6.3 0.004
C -0.40329 -1.04283 -0.06913 -4.8 -5.5 3.5 -0.008
C -0.08469 1.11840 -7.81084 -1.5 3.0 -6.4 0.068
C 0.53259 -1.01291 -7.66626 0.9 -3.7 -5.0 0.035
H 0.85265 2.72642 5.20236 -0.3 0.0 -0.1 0.000
N 0.32069 1.09197 0.93820 0.1 1.2 2.9 -0.010
O 0.63435 -1.48083 -8.72221 -0.5 2.2 5.3 0.008
C 0.26435 1.54679 2.01645 -0.9 0.3 -1.2 -0.003
Co 0.19925 0.50230 -0.72205 1.0 0.8 -0.7 1.035
O -1.06964 -1.84491 0.44776 3.9 4.0 -2.8 -0.005
H -0.85300 1.69368 3.74181 -0.1 0.3 -0.4 -0.001
```
Positions in Å, forces in eV/Å.

- Among the records above, which one has the highest energy?
  number 1